[1]
A 10-piece molecular cluster, C31H70F27N5O5P4S overall, computed with ωB97M-V with the def2-TZVPD basis set.

The geometry in ORCA input format:
```
! wB97M-V def2-TZVPD RIJCOSX def2/J DEFGRID3
* xyz 0 1
C -3.7134 0.1899 -6.0726
C -4.6241 1.1053 -5.2826
O -4.5277 2.3376 -5.3717
N -5.5435 0.3826 -4.2295
H -6.4414 0.7524 -3.9518
H -5.6402 -0.6036 -4.4251
C -4.8016 0.5653 -2.9933
H -2.9686 0.7794 -6.6073
H -4.2124 -0.5206 -6.7316
H -3.1223 -0.3527 -5.3349
H -5.2320 -0.1568 -2.2994
H -4.9798 1.5676 -2.6039
H -3.7484 0.2972 -2.9097
C -5.0346 3.3927 2.3967
C -3.9023 4.4412 2.2682
O -3.5263 4.8922 1.2039
N -3.4085 4.8908 3.6222
H -4.1331 5.2183 4.2449
H -2.9738 4.0898 4.0575
C -2.2015 5.8655 3.3899
H -5.3581 3.1441 1.3860
H -5.8707 3.8481 2.9274
H -4.6759 2.4686 2.8501
H -1.7360 5.9524 4.3717
H -2.4030 6.7371 2.7672
H -1.4084 5.2563 2.9563
C 2.1464 -3.7688 -0.2834
C 3.4278 -3.5941 -0.9921
C 4.3518 -2.6990 -0.1653
N 5.8271 -2.6218 -0.7120
C 6.6810 -3.9440 -0.6158
C 6.5632 -1.4702 0.0518
C 7.7412 -1.1371 -0.8734
C 7.2315 -1.4639 -2.3181
C 5.8668 -2.2021 -2.2079
H 1.6023 -2.8281 -0.1980
H 2.2617 -4.0859 0.7531
H 1.4772 -4.3941 -0.8744
H 3.1368 -3.0718 -1.9035
H 3.8960 -4.5385 -1.2695
H 4.3800 -3.1412 0.8306
H 3.9510 -1.7016 0.0153
H 7.4274 -4.0605 -1.4016
H 6.0253 -4.8086 -0.7197
H 7.2570 -3.8916 0.3081
H 6.8334 -1.7359 1.0738
H 5.8715 -0.6279 0.0387
H 8.6693 -1.6997 -0.7722
H 8.1270 -0.1276 -0.7317
H 8.0617 -2.0167 -2.7577
H 7.0479 -0.5751 -2.9219
H 5.8627 -2.9536 -2.9974
H 5.0627 -1.4716 -2.2961
C 2.9673 0.1811 1.6100
C 1.6318 0.0882 0.7904
C 1.1483 1.5014 0.4110
N 0.0232 1.4468 -0.6977
C 0.4746 0.7025 -1.9620
C -0.4081 2.9030 -1.1191
C -1.8768 2.8427 -1.5463
C -2.4411 1.9281 -0.5549
C -1.3052 0.9328 -0.1415
H 3.2698 -0.7615 2.0660
H 2.7205 0.9678 2.3230
H 3.8879 0.5072 1.1260
H 0.8592 -0.4244 1.3635
H 1.8397 -0.4060 -0.1586
H 1.8447 2.2005 -0.0519
H 0.6619 2.0602 1.2105
H 0.3356 -0.3656 -1.7950
H 1.4769 1.0170 -2.2526
H -0.1317 0.9927 -2.8201
H 0.2980 3.4362 -1.7557
H -0.3207 3.5840 -0.2725
H -1.9530 2.4198 -2.5480
H -2.3135 3.8322 -1.6817
H -3.3318 1.4383 -0.9482
H -2.7595 2.3759 0.3865
H -1.4539 -0.1468 -0.1641
H -1.2811 0.8423 0.9444
C -0.0998 -6.4593 4.7613
C -0.3797 -5.0476 4.1510
C -1.5411 -5.0388 3.1777
N -1.9422 -3.5957 2.6708
C -0.8062 -2.8417 2.0389
C -3.0844 -3.7679 1.6669
C -4.3717 -3.7413 2.4387
C -3.9894 -2.6221 3.5039
C -2.5332 -2.8577 3.8604
H -0.9427 -6.9708 5.2260
H 0.4328 -6.3565 5.7067
H 0.4188 -7.1863 4.1363
H 0.5420 -4.8244 3.6137
H -0.5928 -4.2651 4.8793
H -2.4146 -5.3535 3.7488
H -1.2808 -5.6479 2.3121
H -0.5167 -3.4792 1.2035
H -0.0579 -2.7516 2.8263
H -1.1900 -1.8482 1.8069
H -3.0831 -2.9409 0.9568
H -2.9008 -4.6726 1.0873
H -5.1964 -3.4468 1.7896
H -4.5475 -4.7268 2.8701
H -4.2931 -1.6621 3.0865
H -4.7439 -2.9033 4.2386
H -2.0757 -1.8793 4.0070
H -2.4790 -3.5114 4.7310
C -0.9751 1.0996 6.0268
F -0.0303 0.3207 5.6101
F -1.9310 0.4562 6.7874
F -0.4627 2.1411 6.7322
S -1.7463 1.7829 4.4002
O -0.8227 2.7056 3.6957
O -2.0415 0.6576 3.4801
O -2.9331 2.5191 4.8689
P -2.7815 -2.5135 -2.2402
F -1.8720 -1.1508 -2.7872
F -1.5953 -2.9101 -1.2310
F -3.4086 -1.5971 -1.0361
F -3.5876 -3.8647 -1.7780
F -3.9828 -2.0015 -3.1746
F -2.1170 -3.3337 -3.4471
P 1.2145 6.8746 -0.1226
F 2.1173 7.7332 -1.1758
F 2.6038 6.7770 0.7325
F 0.7536 8.1818 0.7957
F 0.3669 5.9769 0.8809
F -0.1128 7.0949 -1.0533
F 1.5149 5.4580 -0.8490
P -0.1663 2.9864 -6.2800
F -0.7444 3.1800 -4.7466
F -0.3184 1.3722 -6.1317
F -1.7406 3.0155 -6.7986
F 0.4441 2.6390 -7.7521
F 0.1005 4.5882 -6.4746
F 1.3280 2.7106 -5.6056
P 4.5486 2.1881 -2.1893
F 4.4369 3.4141 -1.0858
F 3.6548 1.1694 -1.4165
F 3.2402 2.7364 -2.9465
F 4.8280 1.0056 -3.2972
F 5.5326 3.2889 -2.9631
F 5.8912 1.6900 -1.3738
*
```

Values from the calculation:
**Relative energy (zero: lowest compared OMol25 entry of this formula, charge and spin)**: 106.2 kcal per mole
**HOMO**: -9.543 eV
**Orbital gap**: 8.7 eV
**Strongest force on any atom**: 5.6 eV/A



[2]
C31H72F5IN2NbO8 as an isolated structure, computed with ωB97M-V with the def2-TZVPD basis set.

The geometry in ORCA input format:
```
! wB97M-V def2-TZVPD RIJCOSX def2/J DEFGRID3
* xyz -1 1
C 0.5472 3.7107 4.0145
N 0.0917 4.0724 2.5901
C -0.4522 2.8539 1.8897
Nb 0.1380 2.6008 -0.2886
I 0.7946 1.9198 -2.9818
C 2.3824 2.5326 0.1391
C 2.7977 2.5124 1.7202
C 4.3607 2.1551 2.0442
C 5.1058 1.1614 0.9844
O 5.6766 1.7553 -0.1003
O 5.2750 -0.2953 1.0936
C 0.0776 0.3086 0.1071
C -0.7720 -0.5186 -1.0051
O -1.7796 -1.3494 -0.2658
C 0.0494 -1.5363 -1.9688
N 1.5463 -1.5627 -1.8158
C 0.1346 4.8526 -0.7209
F -0.7902 5.6341 0.1844
F 1.4580 5.5062 -0.5976
C -0.4136 5.2334 -2.2551
F -1.5714 4.4008 -2.6788
F -0.9656 6.6345 -2.1176
F 0.6733 5.3433 -3.2551
H 1.3926 4.4610 4.3981
H -0.3829 3.6870 4.7614
H 1.0385 2.6380 4.0772
H -0.6355 4.8116 2.7456
H -1.6414 2.9631 1.9087
H -0.2434 1.8495 2.5009
H -1.6363 2.6020 -0.7284
H 2.7818 1.5897 -0.4758
H 2.9642 3.4567 -0.3442
H 2.0954 1.8210 2.3505
H 2.6385 3.6285 2.1145
H 4.4654 1.6501 3.1194
H 4.9622 3.1692 2.1081
H 5.2276 -0.6399 0.1521
H 1.1812 -0.0286 0.2828
H -0.4798 0.1535 1.1517
H -1.4273 0.2663 -1.6151
H -2.5142 -1.5835 -0.9067
H -0.1705 -1.3374 -3.1245
H -0.3461 -2.6362 -1.7689
H 1.9766 -0.6183 -1.7119
H 1.8209 -2.0828 -0.9298
C 2.6690 -3.8382 4.5111
C 1.6521 -3.2301 3.5585
O 2.1824 -2.9499 2.2652
C 2.6924 -4.0627 1.5339
C 1.6532 -5.1382 1.2673
H 3.5348 -3.1741 4.6220
H 2.2198 -3.9998 5.4966
H 3.0398 -4.8002 4.1521
H 1.3122 -2.2753 3.9716
H 0.7637 -3.8626 3.4738
H 3.5695 -4.4773 2.0417
H 3.0488 -3.6705 0.5742
H 1.2660 -5.5719 2.1921
H 2.0872 -5.9477 0.6722
H 0.8011 -4.7196 0.7206
C 3.2978 7.4668 7.9392
C 3.0277 6.3795 6.9115
O 2.5867 6.8844 5.6533
C 3.4806 7.7633 4.9739
C 4.8233 7.1295 4.6524
H 2.3988 8.0743 8.0993
H 3.5985 7.0232 8.8941
H 4.0945 8.1412 7.6196
H 2.2287 5.7328 7.2873
H 3.9039 5.7389 6.7756
H 3.6067 8.6886 5.5457
H 2.9898 8.0456 4.0352
H 5.3630 6.8332 5.5548
H 5.4536 7.8329 4.0994
H 4.6855 6.2294 4.0435
C -6.6724 -0.5615 -3.5879
C -5.5028 -0.6773 -2.6234
O -4.3154 -1.1831 -3.2290
C -3.7779 -0.4191 -4.3063
C -3.4006 0.9988 -3.9126
H -6.8949 -1.5363 -4.0387
H -7.5647 -0.2030 -3.0643
H -6.4619 0.1341 -4.4024
H -5.7726 -1.3791 -1.8281
H -5.2993 0.2794 -2.1337
H -4.4711 -0.4232 -5.1539
H -2.8761 -0.9437 -4.6433
H -4.2654 1.5736 -3.5735
H -2.9596 1.5258 -4.7643
H -2.6737 0.9876 -3.0931
C -5.1474 1.5115 -8.4422
C -6.0566 0.3369 -8.1176
O -7.1418 0.6795 -7.2588
C -8.0458 1.6701 -7.7430
C -8.7294 1.2809 -9.0427
H -4.7429 1.9486 -7.5212
H -4.3142 1.1859 -9.0738
H -5.6785 2.3036 -8.9734
H -5.4710 -0.4253 -7.5943
H -6.4314 -0.1356 -9.0302
H -7.5337 2.6333 -7.8384
H -8.8099 1.8029 -6.9682
H -8.0138 1.1414 -9.8561
H -9.4379 2.0573 -9.3475
H -9.2739 0.3381 -8.9210
C 3.3212 -9.7566 3.9185
C 2.3042 -9.1485 2.9658
O 2.8345 -8.8683 1.6725
C 3.3445 -9.9811 0.9413
C 2.3053 -11.0566 0.6747
H 4.1869 -9.0925 4.0294
H 2.8719 -9.9182 4.9039
H 3.6919 -10.7186 3.5594
H 1.9643 -8.1937 3.3790
H 1.4158 -9.7810 2.8812
H 4.2216 -10.3956 1.4491
H 3.7009 -9.5889 -0.0184
H 1.9181 -11.4903 1.5995
H 2.7393 -11.8661 0.0796
H 1.4532 -10.6380 0.1280
*
```

Values from the calculation:
**HOMO**: -5.316 eV
**Orbital gap**: 6.7 eV
**Strongest force on any atom**: 8.4 eV/A



[3]
A 4-piece molecular cluster, C31H73N10O7P3S overall, computed with ωB97M-V with the def2-TZVPD basis set.

The geometry in ORCA input format:
```
! wB97M-V def2-TZVPD RIJCOSX def2/J DEFGRID3
* xyz 0 1
N 2.9970 -0.9347 -1.5018
C 1.9810 -2.0380 -1.7177
C 0.5309 -1.3230 -2.1387
C -0.6249 -2.4347 -2.4793
C -1.7850 -2.6068 -1.3338
O -1.2373 -3.2871 -0.1138
S -2.6422 -3.7608 0.7614
O -2.6194 -5.1195 1.5218
O -3.0937 -2.7780 1.8745
O -3.7043 -4.0781 -0.5549
C -3.0050 -3.6187 -1.7650
C -3.8507 -3.2034 -3.1065
C -5.4251 -2.7429 -2.7827
C -5.2811 -1.3271 -1.9195
C -5.4740 -1.4009 -0.2791
C -5.2869 -0.0150 0.5865
C -4.9008 1.3479 -0.2505
C -4.7296 1.4238 -1.9049
C -4.9192 0.0357 -2.7723
H 2.7744 -0.5540 -0.5417
H 2.6891 -0.1545 -2.1551
H 1.7729 -2.6642 -0.7343
H 2.3311 -2.8272 -2.5281
H 0.2367 -0.5485 -1.2978
H 0.7550 -0.7318 -3.1294
H -0.1337 -3.4849 -2.6457
H -1.1198 -2.1185 -3.5083
H -2.0616 -1.5527 -0.8840
H -2.4633 -4.6140 -2.1188
H -3.8252 -3.9909 -3.9721
H -3.3381 -2.2128 -3.5322
H -6.0348 -2.5523 -3.7819
H -5.9999 -3.5762 -2.1954
H -5.7257 -2.4612 0.1664
H -5.4249 -0.0829 1.7507
H -4.7405 2.3438 0.3663
H -4.4874 2.4054 -2.4960
H -4.8060 -0.0586 -3.9441
C 8.3726 -1.8440 -0.3108
N 7.1511 -1.2458 0.2048
C 6.0701 -1.4298 -0.7723
P 6.9646 0.1320 1.2235
O 5.7305 -0.5135 1.9004
N 7.9447 -0.1111 2.6297
C 9.1021 -0.9894 2.6875
C 7.2607 -0.1705 3.9282
N 8.3832 0.8739 0.4454
C 8.9081 2.0502 1.1841
C 8.0676 1.4058 -0.9001
H 8.8338 -1.2622 -1.1131
H 8.1727 -2.8426 -0.7188
H 9.1262 -2.0188 0.4496
H 6.1461 -0.7196 -1.5961
H 5.0869 -1.2949 -0.3123
H 6.0684 -2.4427 -1.1934
H 8.8158 -2.0440 2.6325
H 9.6623 -0.8462 3.6205
H 9.8272 -0.7547 1.9047
H 6.7990 -1.1525 4.0915
H 6.4852 0.6004 3.9984
H 7.9516 0.0210 4.7552
H 8.1234 2.8004 1.3366
H 9.7378 2.5165 0.6397
H 9.3229 1.7898 2.1608
H 7.2172 2.0958 -0.8625
H 7.8305 0.6189 -1.6132
H 8.9285 1.9330 -1.3305
C 4.6471 5.0002 7.3172
N 5.4089 3.7722 7.1515
C 5.9586 3.7215 5.7905
P 5.1482 2.2288 7.8731
O 6.6746 1.9722 7.9178
N 5.0694 2.4513 9.5881
C 4.7217 3.7020 10.2432
C 6.0857 1.7748 10.4048
N 3.3936 2.5237 7.8218
C 2.6145 1.5678 8.6489
C 2.8387 2.3553 6.4591
H 3.6852 4.9858 6.7982
H 5.2058 5.8588 6.9242
H 4.4625 5.2612 8.3537
H 5.2034 3.4270 5.0613
H 6.7823 3.0054 5.7174
H 6.3732 4.6889 5.4813
H 5.5050 4.4563 10.1221
H 4.5658 3.5559 11.3198
H 3.7650 4.0922 9.8879
H 7.0386 2.3188 10.3873
H 6.2563 0.7521 10.0506
H 5.7669 1.6831 11.4479
H 2.8336 0.5323 8.3636
H 1.5375 1.7414 8.5386
H 2.8088 1.6732 9.7189
H 3.0984 1.3745 6.0454
H 3.1951 3.1166 5.7681
H 1.7461 2.4578 6.4600
C -9.2362 -0.1912 -9.3316
N -8.5199 -1.0306 -8.3840
C -8.1597 -2.2979 -9.0333
P -8.7010 -1.1324 -6.6729
O -7.1861 -1.4089 -6.5113
N -8.5448 0.4661 -6.0268
C -8.7844 1.6875 -6.7785
C -7.4364 0.7130 -5.0950
N -10.4425 -0.8145 -6.8587
C -11.1153 -0.4729 -5.5799
C -11.1784 -2.0038 -7.3457
H -10.2595 -0.5267 -9.5193
H -8.7244 -0.1786 -10.3021
H -9.2758 0.8539 -9.0439
H -9.0102 -2.9777 -9.0905
H -7.3628 -2.8140 -8.4900
H -7.7779 -2.1417 -10.0497
H -8.0147 1.8556 -7.5378
H -8.7954 2.5640 -6.1179
H -9.7751 1.6909 -7.2393
H -6.4876 0.8464 -5.6298
H -7.3286 -0.1151 -4.3857
H -7.6128 1.6074 -4.4893
H -10.9503 -1.2538 -4.8285
H -12.1949 -0.3494 -5.7259
H -10.7770 0.4778 -5.1609
H -10.9898 -2.8738 -6.7067
H -10.9085 -2.2710 -8.3654
H -12.2594 -1.8173 -7.3746
*
```

Values from the calculation:
**SMILES**: NCCC[C@@H]1OS(=O)(=O)O[C@H]1CCc1ccccc1.CN(C)P(=O)(N(C)C)N(C)C.CN(C)P(=O)(N(C)C)N(C)C.CN(C)P(=O)(N(C)C)N(C)C
**HOMO**: -7.952 eV
**Orbital gap**: 6.7 eV
**Strongest force on any atom**: 9.3 eV/A